[1]
The following is a DFT calculation (the ωB97M-V functional and the def2-TZVPD basis) of an isolated ion of composition C2H5N2O and charge +1 at a distorted geometry.

```
10
Properties=species:S:1:pos:R:3
H -0.36 1.16 -0.98
H -1.12 1.22 0.55
H -1.48 -1.26 0.23
H 0.45 0.17 1.60
N 1.55 0.17 -0.33
C -0.69 -0.76 -0.29
O 2.57 -0.16 0.12
N -0.78 0.65 -0.11
C 0.34 -0.06 0.49
H -0.49 -1.12 -1.28
```

## Properties
**E_LUMO (alpha / beta)**: -3.73 / -6.33 eV
**Electronic energy**: -7169.9788 eV
**2S+1**: 3
**Net charge**: +1
**HOMO-LUMO gap (alpha / beta)**: 9.67 / 12.00 eV
**Energy relative to the best compared isomer or geometry (same formula, charge and spin)**: 133.97 kJ/mol
**HOMO level (alpha / beta)**: -13.40 / -18.33 eV



[2]
The following is a DFT calculation (the ωB97M-V functional and the def2-TZVPD basis) of a 2-piece molecular cluster, C2H5N2O4 overall at a distorted geometry.

```
13
Properties=species:S:1:pos:R:3
H -1.61 -2.10 -0.52
O -1.67 -1.96 0.47
C -0.45 -1.39 0.80
O -0.25 -1.04 1.94
H 0.60 -0.66 -0.97
N 0.48 -1.47 -0.28
H 1.38 -1.64 0.17
N 0.66 2.04 0.28
O 0.62 0.87 -1.71
H 1.50 2.56 0.02
H 0.04 2.51 0.90
O -1.26 1.04 -0.41
C -0.04 1.25 -0.69
```

## Properties
**E_LUMO**: 4.01 eV
**Electronic energy**: -13328.0156 eV
**Net charge**: -1
**HOMO-LUMO gap**: 8.73 eV
**Energy relative to the best compared isomer or geometry (same formula, charge and spin)**: 97.23 kJ/mol
**HOMO level**: -4.72 eV



[3]
The following is a DFT calculation (the ωB97M-V functional and the def2-TZVPD basis) of an isolated ion of composition C2H5N2OS2 and charge +1 at a distorted geometry.

```
12
Properties=species:S:1:pos:R:3
H 0.12 -1.98 -0.57
N 1.95 -0.26 0.28
C 0.63 -0.24 0.35
H 2.33 -1.13 0.26
C -1.74 0.67 0.31
H -2.31 1.34 0.98
N -0.13 -1.31 0.11
S -0.13 1.14 1.02
O -1.79 1.04 -1.04
H -1.92 1.94 -1.22
S -1.97 -1.11 0.46
H 2.63 0.54 0.08
```

## Properties
**E_LUMO (alpha / beta)**: -3.88 / -7.42 eV
**Electronic energy**: -28842.3559 eV
**2S+1**: 3
**Net charge**: +1
**HOMO-LUMO gap (alpha / beta)**: 7.23 / 7.16 eV
**Energy relative to the best compared isomer or geometry (same formula, charge and spin)**: 4.49 kJ/mol
**HOMO level (alpha / beta)**: -11.10 / -14.59 eV



[4]
The following is a DFT calculation (the ωB97M-V functional and the def2-TZVPD basis) of an isolated ion of composition C2H5N2OS2 and charge +1 at a distorted geometry.

```
12
Properties=species:S:1:pos:R:3
N 1.07 -0.19 -0.40
H 1.97 2.23 0.01
N 1.15 1.96 0.55
H 2.05 0.03 -0.54
H -2.65 -2.28 0.17
O -2.14 -1.87 -0.57
H -0.55 -1.64 0.65
S -1.24 0.78 0.48
H 0.84 2.60 1.18
C 0.43 0.87 0.12
S 0.13 -1.23 -1.46
C -1.05 -1.27 -0.19
```

## Properties
**E_LUMO (alpha / beta)**: -4.04 / -7.51 eV
**Electronic energy**: -28841.9814 eV
**2S+1**: 3
**Net charge**: +1
**HOMO-LUMO gap (alpha / beta)**: 6.53 / 6.91 eV
**Energy relative to the best compared isomer or geometry (same formula, charge and spin)**: 40.61 kJ/mol
**HOMO level (alpha / beta)**: -10.56 / -14.42 eV



[5]
The following is a DFT calculation (the ωB97M-V functional and the def2-TZVPD basis) of an isolated ion of composition C2H5N2S3 and charge +1 at a distorted geometry.

```
12
Properties=species:S:1:pos:R:3
H 1.68 1.93 0.44
C -0.16 -0.81 0.02
N 0.26 -2.09 -0.13
S -3.30 0.03 0.34
S -1.87 -0.88 -0.47
C 0.88 1.45 0.06
S -0.52 2.37 -0.31
H 0.92 -2.28 -0.84
H -0.23 -2.77 0.40
H -0.11 3.44 0.22
H 1.63 -0.50 0.07
N 0.82 0.11 0.20
```

## Properties
**E_LUMO (alpha / beta)**: -5.64 / -5.92 eV
**Electronic energy**: -37631.2615 eV
**Net charge**: +1
**HOMO-LUMO gap (alpha / beta)**: 7.13 / 6.27 eV
**Energy relative to the best compared isomer or geometry (same formula, charge and spin)**: 223.23 kJ/mol
**HOMO level (alpha / beta)**: -12.77 / -12.19 eV



[6]
The following is a DFT calculation (the ωB97M-V functional and the def2-TZVPD basis) of a 2-piece molecular cluster, C2H5N2S3 overall at a distorted geometry.

```
12
Properties=species:S:1:pos:R:3
H 0.19 -1.33 2.06
H -0.07 3.51 -1.12
N 0.05 -0.63 1.32
H 0.42 -0.92 0.35
C 1.37 2.20 -0.25
S -2.39 -0.11 -0.15
N 0.47 2.67 -0.89
S 2.36 1.33 0.56
H 0.83 0.09 1.44
H -1.77 0.46 1.99
C -1.25 0.00 1.17
S -3.85 1.00 0.28
```

## Properties
**E_LUMO (alpha / beta)**: -5.54 / -5.33 eV
**Electronic energy**: -37631.5147 eV
**Net charge**: +1
**HOMO-LUMO gap (alpha / beta)**: 7.62 / 7.70 eV
**Energy relative to the best compared isomer or geometry (same formula, charge and spin)**: 198.80 kJ/mol
**HOMO level (alpha / beta)**: -13.16 / -13.03 eV



> Among the records above, which one has the highest electronic energy?

C2H5N2O



> Which of these has the highest electronic energy?

C2H5N2O



> Which of these has the lowest net charge?

C2H5N2O4